Record 1
16
Properties=species:S:1:pos:R:3:mulliken_charge:R:1 method="wB97M-V/def2-TZVPD" total_charge=+1 homo_ev=-14.72 homo_lumo_gap_ev=6.8 de_lowest_ev=4.265
C 0.3878 -1.5062 0.5812 -0.7114
C 0.2505 -0.4107 -0.5061 0.1284
C -0.0100 0.9712 -0.0496 -0.4103
C -1.0652 1.6538 -1.0058 -0.5109
O -2.2696 0.9069 -0.9811 -0.4444
N 1.4855 -1.4254 1.4673 -0.3410
H -0.5345 -1.5005 1.1740 0.4061
H 0.3819 -2.4622 0.0582 0.3842
H -2.0549 0.0011 -1.2300 0.3360
H 1.0765 -0.4535 -1.2390 0.3279
H -0.4415 0.9728 0.9384 0.3481
H 0.8878 1.6000 -0.0609 0.3398
H -1.2986 2.6638 -0.6775 0.3680
H 2.3503 -1.9032 1.2844 0.2251
H -0.6327 1.6975 -2.0135 0.3286
H 1.4867 -0.8055 2.2600 0.2257

=====

Record 2
72
Properties=species:S:1:pos:R:3:mulliken_charge:R:1 method="wB97M-V/def2-TZVPD" total_charge=-1 homo_ev=-4.01 homo_lumo_gap_ev=6.5 de_lowest_ev=1.023
Ba 0.1635 0.2672 0.7067 1.6229
C 2.5557 -5.7301 2.1548 -1.2450
C 1.1230 -5.2007 2.1839 -0.6636
N 0.7538 -4.5256 0.9660 -0.2411
C 1.0840 -3.2001 0.7438 0.2116
S 1.4559 -2.2447 2.0782 -0.3779
N 1.0385 -2.8655 -0.5307 -0.9049
N 1.3172 -1.5952 -0.8464 0.2868
C 1.3318 -1.2784 -2.1029 0.8388
C 0.9345 -2.2457 -3.1867 -1.6401
C 1.7755 0.0490 -2.4669 0.2818
C 1.9749 0.4126 -3.8135 -0.5196
C 2.5302 1.6374 -4.1132 -0.5153
C 2.8446 2.5078 -3.0779 -0.5920
C 2.5490 2.1010 -1.7853 -0.3619
N 2.0429 0.9223 -1.4852 -0.0815
H 2.8191 -6.1675 3.1139 0.4115
H 3.2480 -4.9183 1.9409 0.2607
H 2.6578 -6.4932 1.3854 0.3270
H 1.0212 -4.4686 2.9884 0.3383
H 0.4194 -6.0241 2.3534 0.3968
H 0.7791 -5.0860 0.1231 0.2434
H 0.5151 -3.1235 -2.7042 0.3965
H 1.7919 -2.5465 -3.7895 0.3454
H 0.1771 -1.7950 -3.8237 0.3709
H 1.7053 -0.2603 -4.6112 0.3373
H 2.7167 1.9209 -5.1412 0.4000
H 3.3065 3.4655 -3.2686 0.4019
H 2.7218 2.7628 -0.9453 0.4219
N -2.0976 -3.2950 1.0712 -0.2256
C -2.4312 -3.0323 2.4533 -0.6320
C -3.0148 -1.6235 2.6053 -0.7611
N -1.9634 -0.6292 2.5307 0.0558
H -2.9201 -3.5551 0.5407 0.2475
H -1.3941 -4.0172 0.9827 0.0815
H -1.5134 -3.0903 3.0430 0.2443
H -3.1491 -3.7679 2.8662 0.3323
H -3.5721 -1.5853 3.5613 0.3929
H -3.7098 -1.4401 1.7785 0.3148
H -1.2839 -0.7682 3.2723 0.1329
H -2.3356 0.3021 2.6754 0.0796
O -0.0415 1.5644 3.4028 -0.6945
C 0.4589 2.4285 2.6728 0.3100
O 0.4915 2.4004 1.4211 -0.8947
C 1.0932 3.6488 3.3188 0.3774
C 1.0618 4.8545 2.6320 -0.4025
C 1.6658 5.9793 3.1610 -0.4993
C 2.3219 5.9041 4.3782 -0.3751
C 2.3508 4.7055 5.0725 -0.4989
C 1.7281 3.5834 4.5508 -0.3462
H 0.5632 4.8841 1.6753 0.3836
H 1.6295 6.9151 2.6204 0.3770
H 2.8090 6.7809 4.7858 0.3635
H 2.8603 4.6487 6.0258 0.3701
H 1.7403 2.6432 5.0830 0.4160
C -2.3508 3.2215 -4.2116 -0.3984
C -1.4602 3.4276 -3.1463 -0.8764
C -1.2651 2.4523 -2.2087 -0.2695
C -1.9065 1.1987 -2.2911 0.4691
C -1.6566 0.1893 -1.3146 -0.5273
C -2.2792 -1.0209 -1.5527 0.0583
C -3.1258 -1.2595 -2.6493 -0.8422
C -3.3949 -0.2715 -3.5542 -0.9867
C -2.7818 0.9858 -3.3988 0.9777
C -2.9974 2.0241 -4.3295 -0.8202
H -2.5161 4.0111 -4.9370 0.3665
H -0.9352 4.3727 -3.0756 0.3841
H -0.5921 2.6152 -1.3771 0.4222
H -2.1228 -1.8363 -0.8601 0.1455
H -3.5755 -2.2406 -2.7695 0.3720
H -4.0615 -0.4353 -4.3957 0.3069
H -3.6799 1.8493 -5.1551 0.3192

=====

Record 3
12
Properties=species:S:1:pos:R:3:mulliken_charge:R:1 method="wB97M-V/def2-TZVPD" total_charge=0 homo_ev=-8.83 homo_lumo_gap_ev=8.5 de_lowest_ev=3.012
C -3.1212 -0.4353 0.2402 -0.2594
N -2.2930 0.1806 -0.5042 -0.5677
N -1.1443 0.7006 0.0383 -0.1708
C -0.0801 -0.2781 -0.0701 -0.2591
C 1.2286 0.2595 0.4606 -0.3049
S 2.6824 -0.1637 -0.1144 -0.2163
H -2.9168 -0.5837 1.3230 0.3084
H -4.0326 -0.8971 -0.1385 0.2737
H -0.9087 1.4774 -0.5503 0.2595
H 0.1047 -0.6865 -1.0882 0.3518
H -0.2974 -1.1832 0.5320 0.2830
H 1.0304 1.0461 1.2299 0.3019

=====

Record 4
15
Properties=species:S:1:pos:R:3:mulliken_charge:R:1 method="wB97M-V/def2-TZVPD" total_charge=0 homo_ev=-9.55 homo_lumo_gap_ev=10.5 de_lowest_ev=2.191
C -2.5194 0.0557 -0.0962 -0.9416
C -1.0399 0.1124 0.1065 0.3059
N -0.2451 -0.1006 -0.8973 -0.5051
C 1.0994 0.2637 -0.6360 0.2263
C 1.9118 -0.8081 0.0612 -1.1808
O 0.9920 1.5226 0.3278 -0.5808
H -2.7925 -0.8380 -0.6653 0.2847
H -2.8445 0.9496 -0.6311 0.2392
H -3.0181 0.0129 0.8742 0.3161
H -0.7181 0.1487 1.1570 0.2068
H 1.5903 0.5970 -1.5535 0.3248
H 1.9993 -1.6855 -0.5891 0.3520
H 1.4457 -1.1232 0.9982 0.3021
H 2.9144 -0.4403 0.2929 0.3396
H 1.2246 1.3330 1.2507 0.3106